# 1
14
Properties=species:S:1:pos:R:3:forces:R:3 method="wB97M-V/def2-TZVPD" e_above_lowest_kcal_mol=79.3
Cl -2.95474 -0.35953 -0.12457 1.4 -0.2 -0.7
F 0.61045 -1.88578 -0.73434 -0.4 -0.8 -0.3
F -0.85450 -1.81633 0.84537 -0.8 -2.8 2.8
N 1.60912 0.29057 -0.32101 7.8 0.5 2.4
C -1.18305 -0.17593 -0.65669 -0.2 3.0 1.3
C -0.16093 -1.09936 0.04916 -0.8 2.7 -1.3
C 0.64353 0.04844 0.69705 -2.7 1.4 -1.7
C -0.55044 1.15075 0.11305 -1.5 1.3 0.9
H -1.30409 1.70732 0.90120 1.7 -2.1 -1.7
H 2.62519 0.84035 0.33350 -3.9 -1.9 -2.9
H 2.08926 -0.65008 -0.55303 -0.7 2.0 0.5
H -0.29031 2.17727 -0.59783 0.1 -3.6 1.9
H 0.87187 -0.12036 1.77146 0.0 0.5 -0.7
H -1.15135 -0.10733 -1.72332 0.0 -0.1 -0.5

---

# 2
72
Properties=species:S:1:pos:R:3:forces:R:3 method="wB97M-V/def2-TZVPD" e_above_lowest_kcal_mol=27.9
Ba 0.01242 -0.50921 1.07571 -1.2 1.1 0.1
Se 2.18230 1.65083 2.44713 0.0 0.1 0.4
Se 2.51440 3.15377 -0.56666 0.0 -0.2 0.0
S -1.94977 -3.36481 -0.16018 -0.3 0.1 -0.3
S -1.12358 3.35381 -6.02908 -0.1 0.1 0.1
S -0.88900 0.66473 3.69670 0.1 -0.8 0.5
O 0.72354 -1.37936 -1.10042 0.9 -0.4 -0.9
O 2.27718 -1.35623 0.50357 0.4 -0.3 -0.7
N -2.15798 -0.84550 -2.10598 -0.1 -0.3 0.0
N -0.54333 -1.96743 3.13824 -0.3 -0.1 0.5
N -3.63803 -3.97952 -2.24671 0.0 -0.1 0.0
N -0.25938 1.38513 -2.00287 -0.1 0.0 0.2
N 2.91539 3.28014 -8.16264 -0.1 0.0 0.1
N -4.17672 -3.45974 -3.38593 0.1 0.2 0.1
N -2.81732 -2.05505 -2.40435 0.2 0.4 0.1
N -0.25553 -1.31637 5.40195 -0.1 0.3 -0.3
C 0.26453 1.62553 -4.33162 0.0 0.1 0.0
C -2.80144 -3.14927 -1.60046 0.3 0.1 0.4
C 0.68508 2.44907 -7.87859 -0.1 0.0 0.0
C 1.92279 2.46676 -8.50819 0.0 0.0 0.0
C 0.45268 3.32520 -6.82870 0.3 -0.1 -0.3
C 1.48024 4.18591 -6.46410 -0.1 0.0 0.2
C -0.42746 -3.25343 3.49748 -0.1 0.3 0.0
C 0.45861 1.06927 -3.07876 0.1 -0.1 0.0
C -3.92391 -1.26981 -4.51677 0.0 0.0 -0.1
C -1.21210 2.30173 -2.16436 0.0 0.1 0.0
C -1.47869 2.93315 -3.36872 -0.1 0.0 0.1
C 1.91484 -1.57158 -0.69291 -0.1 0.0 0.1
C 2.77315 0.52426 3.93163 0.0 0.1 0.0
C 3.38055 4.61656 0.35109 0.1 0.3 0.0
C 0.14895 -2.89438 7.17484 0.1 0.0 0.0
C -3.66049 -2.26546 -3.45382 -0.2 -0.3 -0.1
C 3.75342 1.77190 0.04864 0.1 -0.1 0.1
C -0.72717 2.58769 -4.48553 0.0 0.0 0.1
C -0.12884 -2.58485 5.73186 0.0 -0.2 0.2
C 3.91460 1.72751 1.56339 0.1 -0.1 -0.3
C -0.53430 -1.01321 4.10744 -0.1 0.2 0.2
C 2.67882 4.11906 -7.15266 0.1 0.0 -0.1
C -0.25696 -3.62445 4.80209 0.0 -0.1 0.1
C 2.92439 -2.08369 -1.67810 0.2 -0.2 -0.2
H 2.67286 -3.11748 -1.92486 0.0 0.0 0.1
H 0.98151 -3.59323 7.26913 0.0 0.0 0.0
H 0.88649 1.31384 -5.15970 0.0 0.0 0.0
H -2.25481 3.68495 -3.42254 0.0 0.0 0.0
H -1.79293 2.56215 -1.28686 0.0 0.0 0.0
H 2.11242 1.78320 -9.32797 0.1 0.0 0.0
H -0.49420 -3.99073 2.70404 0.0 0.1 -0.1
H -0.19149 -4.66165 5.09778 0.0 0.0 0.0
H -1.31286 -1.13357 -1.60966 0.2 0.0 -0.1
H 1.35234 4.89156 -5.65387 0.0 0.0 0.0
H 2.94676 5.53827 -0.03270 0.0 0.0 0.0
H -0.08436 1.76208 -8.20502 0.0 0.0 0.0
H 1.22553 0.31570 -2.93967 0.0 0.0 0.1
H 2.87560 -1.52545 -2.61353 0.0 0.1 0.0
H 3.61963 0.99800 4.42403 0.0 0.0 0.0
H 3.05435 -0.46124 3.56356 0.0 0.0 0.0
H 4.47011 2.59357 1.92015 0.0 0.0 0.0
H 3.21599 4.57106 1.42504 0.0 -0.1 0.0
H 4.44716 4.61957 0.13187 0.0 0.0 0.0
H 1.94086 0.44599 4.62769 0.0 0.0 0.0
H -4.26572 -0.32214 -4.09954 0.0 0.0 0.1
H -4.69378 -1.66803 -5.17287 0.0 0.0 0.0
H 0.37793 -1.97717 7.71147 0.0 0.0 0.0
H 3.93014 -2.04775 -1.26831 0.0 0.0 0.0
H -3.02811 -1.07113 -5.10907 0.0 0.0 0.0
H -1.83124 -0.46524 -2.98976 0.0 0.0 0.0
H 4.46510 0.83373 1.85904 0.0 0.0 -0.1
H 4.71488 1.94592 -0.43736 0.0 0.0 0.0
H 3.35776 0.82156 -0.30794 -0.1 0.0 0.0
H -3.88148 -4.90260 -1.93816 0.0 0.0 0.0
H -0.72179 -3.36160 7.63890 0.0 0.0 0.0
H 3.49038 4.78327 -6.87880 0.0 0.0 0.0

---

# 3
20
Properties=species:S:1:pos:R:3:forces:R:3 method="wB97M-V/def2-TZVPD" smiles="CN=C(N)N.CC(=O)O" e_above_lowest_kcal_mol=8.3
O 0.97762 -1.90516 0.18333 0.0 -0.8 -0.3
O 1.62929 -0.02854 1.11989 1.2 0.2 0.4
N -1.74469 -1.13152 -0.10516 0.3 -0.8 0.9
N -2.38337 0.53269 -1.51899 -0.8 0.1 -0.3
N -0.84366 0.94963 0.20959 0.6 -0.3 1.2
C -1.60933 0.17889 -0.43874 -0.5 -0.3 -0.9
C 1.88019 -1.20826 0.58022 -0.6 0.1 0.7
C -1.02181 2.36675 0.13896 -0.5 0.2 -0.9
C 3.31613 -1.54758 0.55234 1.2 0.5 -1.5
H 0.67563 0.13153 1.05482 -1.0 0.6 -0.4
H -0.30816 2.85978 0.75719 0.6 0.3 0.6
H -0.99220 -1.42467 0.48769 0.3 -0.2 0.3
H -2.01655 2.67284 0.49463 0.0 0.0 -0.1
H 3.94506 -0.74840 0.93134 -0.1 -0.3 1.0
H 3.58218 -2.56660 0.81725 -0.2 0.2 0.5
H -2.68183 1.48652 -1.55966 0.2 0.5 0.0
H -0.87232 2.77271 -0.87230 -0.1 0.0 0.0
H -1.94836 -1.87947 -0.74564 -0.1 0.5 -0.6
H 3.61944 -1.46597 -0.49621 -0.3 -0.3 -0.3
H -3.20326 -0.04519 -1.59055 -0.1 -0.3 -0.2

---

# 4
48
Properties=species:S:1:pos:R:3:forces:R:3 method="wB97M-V/def2-TZVPD" smiles="O=C1c2ccccc2C(=O)c2cc(I)ccc21.NC(N)=O.NC(N)=O.NC(N)=O"
I 0.17163 -6.80084 2.04526 -0.4 1.7 -0.8
O -2.77877 -0.31436 -0.89871 4.2 -2.3 -0.6
O -4.04922 -5.25263 3.02812 0.0 0.1 -0.1
O 2.39726 7.31216 -1.90454 -0.2 0.0 0.0
O 1.95734 -0.76069 0.97448 -3.2 -2.1 -3.2
O 3.84580 3.20591 -0.17531 0.0 0.1 0.0
N -3.81174 -3.02895 3.36783 0.6 0.4 0.2
N -5.86374 -3.90775 2.88520 -0.8 -0.2 -0.2
N 3.05458 1.49232 1.07159 0.1 0.4 -0.3
N 0.23724 6.75557 -1.51576 -0.8 0.5 -0.2
N 4.26033 3.16535 2.05135 0.4 0.6 0.4
N 1.92126 5.32820 -0.92767 0.4 -0.2 0.1
C 1.98922 0.84927 -3.48691 -2.7 -1.3 1.7
C 3.72733 2.65570 0.91286 -0.1 -0.1 -0.1
C -0.45886 -0.30423 -1.90640 2.4 1.0 -1.6
C 1.13519 -1.12267 0.08876 1.2 0.1 0.8
C 2.24201 0.18832 -2.09607 -3.8 0.2 -1.2
C -1.31743 -2.28506 -0.27399 1.5 -1.8 1.2
C -1.66282 -0.89515 -1.00928 -1.7 0.6 0.1
C 0.55508 0.90115 -4.08040 0.9 -1.4 3.2
C -0.67525 0.33899 -3.29000 3.2 0.0 1.1
C 1.57389 6.51649 -1.47691 0.5 0.0 0.0
C -0.42257 -4.91620 1.09825 -1.7 3.4 -1.8
C 0.15380 -2.38972 0.26988 -2.2 -2.4 0.2
C 1.00932 -0.38916 -1.33972 -0.7 0.8 -1.8
C 0.58215 -3.71616 0.94973 -2.8 0.0 -0.8
C -2.31290 -3.45180 -0.10430 2.7 -0.2 1.0
C -4.54244 -4.13607 3.08987 0.2 -0.3 0.0
C -1.90913 -4.79333 0.57886 3.4 3.0 -0.3
H 4.17485 2.73070 2.95184 0.0 0.0 -0.1
H -1.70482 0.41135 -3.79029 1.7 -0.2 1.1
H 4.76883 4.03111 1.97280 -0.1 -0.2 0.0
H -2.82526 -3.15788 3.52565 -0.2 0.0 -0.1
H -6.44030 -4.70628 2.67591 0.1 0.2 0.1
H -6.28807 -2.99922 2.93120 0.1 -0.1 0.0
H -4.19698 -2.10368 3.42284 0.0 -0.1 0.0
H 3.28245 0.11902 -1.61084 -1.8 0.1 -1.0
H 0.43613 1.36927 -5.12040 0.0 -0.8 1.9
H -3.37140 -3.29593 -0.50791 1.7 -0.3 0.7
H -0.06104 7.62925 -1.91723 0.1 -0.2 0.1
H 1.64672 -3.88240 1.34143 -1.8 0.5 -0.7
H 2.86288 1.30175 -4.08287 -1.6 -0.9 1.1
H -2.59383 -5.69163 0.70270 0.9 1.6 -0.2
H 2.94540 1.02429 1.95171 0.0 0.0 -0.2
H 2.90547 5.11209 -0.88023 -0.2 -0.2 0.1
H -0.45522 6.11648 -1.17061 0.1 0.0 0.0
H 2.64540 1.08471 0.24986 0.1 0.1 0.3
H 1.26022 4.66234 -0.57163 0.1 0.0 -0.1

---

no.,highest occupied orbital energy (eV),LUMO (eV),frontier orbital gap (eV)
1,-9.8,0.60,10.4
2,-7.3,-0.01,7.3
3,-8.8,0.92,9.8
4,-9.0,-1.53,7.5